ORCA calculation (ωB97M-V/def2-TZVPD) on the molecule C4H6N2 at a distorted geometry.

The geometry in ORCA input format:
```
! RIJCOSX wB97M-V def2-TZVPD def2/J DEFGRID3
* xyz 0 1
N 1.23 0.69 0.82
N -0.52 -1.49 0.51
C 0.04 0.33 -1.02
C -0.16 1.01 0.44
C 1.39 0.38 -0.43
C -0.89 -0.21 0.04
H 0.46 -1.43 0.90
H -0.24 0.46 -2.06
H -0.55 1.99 0.70
H 2.36 0.21 -0.88
H -1.16 -1.90 1.17
H -1.95 -0.03 -0.20
*
```

Summary:
M   82.11 g mol⁻¹
E   -265.40025 a.u.
LUMO energy   1.105 eV
Energy above the lowest of the compared OMol25 structures with the same formula, charge and spin   3.6822 eV

***

ORCA calculation (ωB97M-V/def2-TZVPD) on the molecule C4H6N2 at a distorted geometry.

The geometry in ORCA input format:
```
! RIJCOSX wB97M-V def2-TZVPD def2/J DEFGRID3
* xyz 0 1
N 0.43 1.31 -0.35
N 1.63 0.82 -0.61
C 1.68 -0.34 0.06
C 0.55 -0.50 0.85
C -0.33 0.50 0.47
C -1.52 -0.26 -0.14
H -1.13 -1.17 -0.62
H 0.21 -1.33 1.45
H -2.25 -0.58 0.60
H -1.96 0.34 -0.92
H 2.45 -1.06 -0.16
H 0.24 2.27 -0.62
*
```

Summary:
M   82.11 g mol⁻¹
E   -265.44626 a.u.
SMILES string   Cc1ccn[nH]1
LUMO energy   0.717 eV
Energy above the lowest of the compared OMol25 structures with the same formula, charge and spin   2.4304 eV